{"formula": "C5H8O", "method": "wB97M-V/def2-TZVPD", "elements": ["C", "C", "O", "C", "C", "C", "H", "H", "H", "H", "H", "H", "H", "H"], "coordinates": [[-2.033, -1.110, -0.487], [0.890, -0.659, -0.753], [0.874, 0.585, -1.201], [1.146, 1.538, -0.155], [1.249, 0.702, 1.064], [1.017, -0.567, 0.714], [-2.710, -1.053, -1.360], [-2.291, -1.964, 0.163], [-2.000, -0.154, 0.065], [-0.991, -1.305, -0.884], [2.082, 1.998, -0.468], [0.368, 2.312, -0.095], [1.517, 1.101, 2.035], [0.884, -1.424, 1.361]], "atomic_forces_ev_per_a": [[0.9, -0.3, -0.5], [0.0, 0.0, -0.4], [0.1, -0.4, 0.3], [0.2, 0.3, 0.0], [0.1, 0.0, 0.0], [-0.1, 0.2, 0.1], [0.2, 0.0, 0.6], [-0.1, 0.5, -0.2], [-0.2, -0.5, -0.2], [-1.2, 0.1, 0.3], [0.1, 0.2, 0.2], [0.1, -0.2, -0.1], [-0.2, 0.0, 0.0], [0.3, 0.1, -0.1]], "homo_energy_ev": -8.41, "fmax_ev_per_a": 1.28, "total_energy_ev": -7358.692, "lumo_energy_ev": 0.2, "orbital_gap_ev": 8.64, "de_lowest_kcal_mol": 82.2}

{"formula": "C38H34ClN2O2P2PbTe", "method": "wB97M-V/def2-TZVPD", "elements": ["Pb", "Te", "C", "C", "C", "N", "C", "C", "C", "P", "C", "C", "C", "C", "C", "C", "C", "C", "C", "C", "C", "C", "P", "C", "C", "C", "C", "C", "C", "C", "C", "C", "C", "C", "C", "H", "H", "H", "H", "H", "H", "H", "H", "H", "H", "H", "H", "H", "H", "H", "H", "H", "H", "H", "H", "H", "H", "H", "H", "C", "C", "C", "C", "C", "C", "N", "H", "H", "H", "H", "H", "H", "H", "H", "Cl", "C", "C", "O", "O", "H", "H"], "coordinates": [[2.609, -0.588, 0.802], [-3.110, 1.696, 0.438], [-4.100, 1.259, -1.358], [-4.051, -0.028, -1.880], [-4.717, -0.273, -3.073], [-5.413, 0.651, -3.732], [-5.481, 1.867, -3.195], [-4.844, 2.225, -2.015], [-1.450, 0.514, -0.076], [-0.410, 1.143, -1.234], [0.584, -0.001, -2.181], [0.450, -1.389, -2.131], [1.284, -2.179, -2.904], [2.254, -1.594, -3.711], [2.387, -0.215, -3.762], [1.561, 0.587, -2.993], [-1.129, 2.284, -2.416], [-1.707, 1.764, -3.575], [-2.241, 2.631, -4.511], [-2.172, 4.004, -4.308], [-1.573, 4.520, -3.166], [-1.050, 3.661, -2.213], [-0.746, -0.727, 1.128], [-2.235, -1.763, 1.339], [-3.354, -1.428, 2.103], [-4.464, -2.255, 2.109], [-4.481, -3.412, 1.337], [-3.373, -3.758, 0.580], [-2.251, -2.939, 0.588], [-0.649, 0.302, 2.630], [-0.895, -0.278, 3.876], [-0.700, 0.458, 5.035], [-0.271, 1.777, 4.964], [-0.010, 2.355, 3.732], [-0.178, 1.615, 2.569], [-3.519, -0.829, -1.380], [-4.694, -1.262, -3.517], [-6.069, 2.597, -3.740], [-4.925, 3.238, -1.642], [-0.318, -1.844, -1.523], [1.175, -3.255, -2.881], [2.905, -2.220, -4.306], [3.137, 0.239, -4.396], [1.674, 1.665, -3.024], [-1.743, 0.694, -3.740], [-2.706, 2.233, -5.404], [-2.581, 4.677, -5.050], [-1.503, 5.590, -3.023], [-0.582, 4.058, -1.320], [-3.352, -0.536, 2.715], [-5.319, -2.001, 2.721], [-5.358, -4.046, 1.332], [-3.374, -4.666, -0.008], [-1.376, -3.224, 0.015], [-1.238, -1.303, 3.943], [-0.893, 0.001, 5.996], [-0.137, 2.351, 5.871], [0.326, 3.382, 3.675], [0.068, 2.068, 1.615], [1.770, -3.078, 2.850], [3.135, -2.547, 3.159], [4.010, -2.938, 4.124], [5.195, -2.147, 3.964], [4.992, -1.312, 2.910], [5.924, -0.310, 2.309], [3.718, -1.537, 2.402], [1.441, -3.744, 3.645], [1.747, -3.647, 1.914], [1.026, -2.276, 2.767], [3.827, -3.703, 4.863], [6.093, -2.196, 4.560], [6.833, -0.251, 2.905], [5.480, 0.686, 2.264], [6.207, -0.595, 1.291], [4.697, 3.130, -2.004], [5.459, 1.622, -1.427], [4.488, 0.822, -0.587], [4.316, -0.392, -0.879], [3.884, 1.378, 0.368], [6.327, 1.891, -0.829], [5.761, 1.044, -2.293]], "atomic_forces_ev_per_a": [[0.2, 0.1, -0.1], [-0.1, -0.1, 0.2], [0.0, 0.0, 0.0], [0.0, 0.0, 0.0], [0.0, 0.0, 0.0], [0.0, 0.0, 0.1], [0.0, -0.1, 0.0], [0.0, 0.0, 0.0], [0.6, 0.6, 0.7], [-0.9, -0.9, -1.0], [0.4, 0.2, 0.2], [-0.1, 0.0, 0.0], [0.0, 0.0, 0.0], [0.0, 0.0, 0.0], [0.0, 0.1, 0.0], [0.0, 0.0, 0.0], [0.3, 0.3, 0.2], [0.0, 0.0, 0.0], [0.0, 0.0, 0.0], [0.0, 0.0, 0.0], [0.0, 0.0, 0.0], [0.0, 0.0, 0.0], [-0.5, -0.3, -0.2], [0.0, 0.1, -0.1], [0.0, -0.1, 0.1], [0.0, 0.0, 0.0], [0.0, 0.0, 0.0], [0.0, 0.0, 0.0], [0.0, 0.0, 0.0], [-0.1, 0.1, -0.1], [0.0, 0.0, 0.0], [0.0, 0.0, 0.0], [0.0, 0.0, 0.0], [0.0, 0.0, 0.0], [0.0, 0.0, 0.1], [0.0, 0.0, 0.0], [0.0, 0.0, 0.0], [0.0, 0.0, 0.0], [0.0, 0.0, 0.0], [0.0, 0.0, 0.0], [0.0, 0.0, 0.0], [0.0, 0.0, 0.0], [0.0, 0.0, 0.0], [0.0, 0.0, 0.0], [0.0, 0.0, 0.0], [0.0, 0.0, 0.0], [0.0, 0.0, 0.0], [0.0, 0.0, 0.0], [0.0, 0.0, 0.0], [0.0, 0.0, 0.0], [0.0, 0.0, 0.0], [0.0, 0.0, 0.0], [0.0, 0.0, 0.0], [0.0, 0.0, 0.0], [0.0, 0.0, 0.0], [0.0, 0.0, 0.0], [0.0, 0.0, 0.0], [0.0, 0.0, 0.0], [0.0, 0.0, 0.0], [0.1, 0.1, -0.1], [-0.1, 0.1, -0.1], [0.2, 0.1, 0.1], [-0.1, -0.2, 0.2], [0.0, 0.0, -0.1], [-0.1, 0.0, 0.0], [0.3, 0.1, -0.1], [0.0, 0.0, 0.0], [0.0, 0.0, 0.0], [0.0, 0.0, 0.1], [0.0, 0.0, 0.0], [0.0, 0.0, 0.0], [0.0, 0.0, 0.0], [0.0, 0.0, 0.0], [0.0, 0.0, 0.0], [0.0, -0.1, 0.0], [-0.1, 0.1, -0.1], [0.0, 0.0, -0.1], [0.0, -0.1, 0.2], [0.0, -0.1, 0.1], [0.0, 0.0, 0.0], [0.0, 0.0, 0.0]], "homo_energy_ev": -9.29, "fmax_ev_per_a": 1.62, "total_energy_ev": -90666.988, "lumo_energy_ev": -5.2, "orbital_gap_ev": 4.08, "charge": 1, "de_lowest_kcal_mol": 24.4}

{"formula": "C33H36FeN8O5Si", "method": "wB97M-V/def2-TZVPD", "elements": ["Fe", "O", "C", "O", "C", "C", "C", "C", "C", "N", "C", "O", "O", "H", "H", "H", "H", "H", "C", "C", "C", "C", "C", "C", "C", "C", "N", "C", "C", "C", "C", "H", "H", "H", "H", "H", "H", "H", "H", "H", "H", "H", "H", "H", "H", "H", "H", "H", "H", "N", "C", "O", "C", "C", "N", "C", "N", "H", "H", "C", "Si", "C", "C", "C", "C", "C", "C", "C", "H", "H", "H", "H", "H", "H", "H", "H", "H", "H", "H", "N", "C", "N", "C", "N"], "coordinates": [[0.045, 0.549, -0.523], [0.977, -1.777, -3.847], [0.786, -1.182, -2.647], [0.699, 0.025, -2.623], [0.712, -2.040, -1.490], [0.977, -3.389, -1.643], [0.935, -4.212, -0.503], [0.820, -3.661, 0.723], [0.748, -2.155, 0.904], [0.375, -1.425, -0.326], [2.097, -1.608, 1.387], [2.856, -2.460, 2.123], [2.502, -0.503, 1.163], [0.961, -1.042, -4.477], [1.161, -3.774, -2.634], [1.001, -5.289, -0.603], [0.709, -4.307, 1.582], [2.455, -3.338, 2.044], [4.872, 0.934, -1.349], [3.855, 2.012, -1.630], [4.212, 3.142, -2.371], [3.253, 4.116, -2.615], [3.624, 5.375, -3.360], [1.946, 3.948, -2.176], [1.523, 2.800, -1.456], [2.567, 1.873, -1.168], [0.267, 2.504, -1.021], [-0.808, 3.506, -1.159], [-0.457, 4.822, -0.436], [-1.162, 3.736, -2.644], [-2.105, 3.025, -0.499], [5.886, 1.293, -1.535], [4.692, 0.070, -1.995], [4.801, 0.588, -0.316], [5.229, 3.267, -2.730], [4.648, 5.318, -3.734], [3.550, 6.250, -2.709], [2.958, 5.540, -4.210], [1.257, 4.741, -2.421], [2.345, 1.022, -0.531], [0.423, 5.323, -0.832], [-0.274, 4.601, 0.618], [-1.307, 5.507, -0.501], [-0.322, 4.094, -3.235], [-1.986, 4.450, -2.729], [-1.486, 2.781, -3.064], [-1.996, 2.950, 0.579], [-2.398, 2.056, -0.884], [-2.909, 3.732, -0.713], [-2.524, -1.583, -3.168], [-2.963, -0.776, -2.139], [-2.158, -0.184, -1.399], [-4.386, -0.661, -2.017], [-5.231, -1.405, -2.854], [-5.891, -2.050, -3.557], [-4.989, 0.176, -1.059], [-5.532, 0.851, -0.293], [-1.566, -1.864, -3.133], [-3.177, -2.218, -3.593], [-2.162, -1.225, 1.748], [-0.524, -1.846, 2.408], [0.354, -0.990, 3.859], [-0.921, -3.535, 3.244], [-2.214, -4.060, 3.273], [-2.509, -5.245, 3.934], [-1.512, -5.954, 4.587], [-0.219, -5.445, 4.591], [0.059, -4.257, 3.937], [-2.773, -0.812, 2.554], [-2.717, -2.039, 1.275], [-2.026, -0.452, 0.998], [-0.362, -0.436, 4.473], [1.107, -0.285, 3.511], [0.841, -1.721, 4.505], [-3.016, -3.532, 2.772], [-3.528, -5.615, 3.943], [-1.740, -6.886, 5.090], [0.571, -5.971, 5.116], [1.075, -3.874, 3.972], [-1.825, 2.339, 5.657], [-1.381, 2.384, 4.581], [-0.868, 2.542, 3.402], [-0.568, 1.748, 2.454], [-0.239, 1.097, 1.542]], "atomic_forces_ev_per_a": [[-0.8, 1.0, 0.3], [-0.1, -0.3, 0.1], [0.1, 0.8, -1.5], [-0.2, 0.2, 0.3], [-0.1, -1.5, 1.7], [0.1, 1.0, -0.9], [0.1, -0.2, 0.9], [-0.2, -0.2, -0.5], [0.0, 0.2, 0.4], [0.5, -0.9, -0.3], [0.1, 0.0, -0.3], [-0.1, 0.0, 0.1], [0.0, 0.0, 0.1], [0.1, 0.0, 0.0], [0.1, -0.1, 0.1], [-0.1, 0.0, 0.0], [-0.1, 0.0, 0.0], [0.0, -0.1, 0.0], [-0.1, 0.0, 0.0], [0.1, 0.0, 0.0], [0.0, 0.1, 0.0], [0.1, -0.1, 0.0], [0.0, -0.1, 0.0], [0.1, 0.1, -0.1], [0.1, 0.1, 0.0], [-0.1, 0.1, 0.0], [0.0, 0.2, -0.2], [0.1, 0.2, -0.1], [0.0, 0.0, -0.1], [0.0, -0.1, 0.1], [0.3, -0.1, 0.0], [0.0, 0.0, 0.0], [0.1, 0.0, 0.0], [0.0, 0.0, 0.0], [0.0, 0.0, 0.0], [0.0, 0.0, 0.0], [0.0, 0.0, 0.0], [0.0, 0.0, 0.0], [0.0, -0.1, 0.0], [0.1, -0.1, 0.0], [-0.1, 0.0, 0.1], [0.0, 0.0, 0.0], [0.0, 0.0, 0.0], [-0.1, 0.0, 0.0], [0.0, 0.0, 0.0], [0.0, 0.0, 0.0], [0.0, 0.0, 0.1], [-0.1, -0.2, -0.1], [0.0, 0.0, 0.0], [0.0, 0.2, 0.0], [-0.1, 0.2, 0.2], [0.1, 0.0, -0.2], [0.1, 0.0, 0.0], [-0.2, -0.2, -0.1], [0.1, 0.0, 0.0], [0.0, 0.2, 0.2], [0.0, 0.0, 0.0], [0.2, -0.2, 0.0], [0.0, 0.0, 0.0], [0.2, -0.1, 0.1], [0.0, 0.0, 0.2], [-0.1, 0.2, -0.4], [0.0, 0.0, -0.1], [0.0, 0.1, -0.1], [0.0, -0.1, 0.1], [0.0, 0.1, -0.1], [0.0, -0.1, 0.0], [0.0, 0.1, 0.0], [0.0, 0.0, 0.0], [0.0, 0.0, 0.0], [-0.1, 0.0, 0.0], [0.0, 0.0, 0.0], [0.0, 0.1, 0.0], [0.0, 0.0, 0.0], [0.0, 0.0, 0.0], [0.0, 0.0, 0.0], [0.0, 0.0, 0.0], [0.0, 0.0, 0.0], [0.0, 0.0, 0.0], [0.1, 0.0, -0.1], [-0.2, -0.4, 0.3], [0.2, 0.8, -0.2], [0.0, -0.5, 0.1], [-0.1, -0.1, 0.1]], "homo_energy_ev": [-1.96, -2.04], "fmax_ev_per_a": 2.24, "total_energy_ev": -99232.690, "lumo_energy_ev": [4.0, 4.0], "orbital_gap_ev": [5.95, 6.02], "charge": -2, "spin_multiplicity": 5}

{"formula": "C6H10NO3S", "method": "wB97M-V/def2-TZVPD", "elements": ["C", "C", "C", "C", "C", "C", "N", "O", "O", "O", "S", "H", "H", "H", "H", "H", "H", "H", "H", "H", "H"], "coordinates": [[-2.056, 2.012, -0.712], [-1.722, 0.725, -0.524], [0.091, 0.520, 1.114], [2.591, -0.906, -0.858], [2.049, 0.089, 0.162], [-1.917, 0.085, 0.740], [0.611, -0.046, 0.122], [-2.483, -2.046, -0.544], [0.287, 1.287, 2.037], [-0.455, -2.255, 0.897], [-2.042, -1.680, 0.806], [-1.599, 2.665, -1.451], [-2.716, 2.581, -0.038], [-1.150, 0.153, -1.298], [3.627, -0.740, -0.955], [2.453, -1.992, -0.605], [1.915, -0.576, -1.684], [2.467, -0.191, 1.169], [2.328, 1.109, -0.135], [-2.474, 0.848, 1.343], [0.195, -1.644, 0.415]], "atomic_forces_ev_per_a": [[-0.3, 0.8, -0.1], [0.0, 0.1, -2.0], [-2.9, 1.6, 1.8], [-1.9, 0.1, 0.0], [1.0, -1.2, 0.8], [2.0, 1.4, 1.0], [1.6, -0.6, 0.0], [-0.5, -0.4, -0.6], [-0.1, -1.0, -0.9], [-0.9, 0.3, 0.1], [1.0, -0.1, 0.3], [-0.2, -0.5, -0.5], [0.5, -0.5, 0.1], [-0.7, 0.8, 0.8], [1.3, 0.2, -0.8], [-0.3, 1.1, -0.1], [1.2, -1.0, -0.3], [-0.3, 0.8, -0.6], [0.3, -0.1, 0.3], [0.2, -1.7, 0.4], [-1.1, 0.0, 0.3]], "homo_energy_ev": -3.59, "fmax_ev_per_a": 3.75, "total_energy_ev": -24850.010, "lumo_energy_ev": 3.7, "orbital_gap_ev": 7.25, "charge": -1, "de_lowest_kcal_mol": 52.3}

{"formula": "C4H6S2", "method": "wB97M-V/def2-TZVPD", "elements": ["C", "S", "C", "C", "C", "S", "H", "H", "H", "H", "H", "H"], "coordinates": [[-1.115, -0.366, -0.916], [-0.597, -1.379, 0.514], [0.138, 0.013, 1.288], [1.576, 0.331, 1.024], [0.514, 1.125, 0.339], [0.137, 0.845, -1.350], [-2.021, 0.238, -0.617], [-1.424, -1.117, -1.622], [-0.297, 0.388, 2.227], [2.168, 0.767, 1.815], [2.051, -0.433, 0.447], [0.214, 2.081, 0.709]], "atomic_forces_ev_per_a": [[-1.8, 0.2, 1.1], [-0.1, 0.2, -0.5], [-0.1, 0.9, 1.0], [0.1, 0.1, 0.6], [0.0, -0.1, 0.5], [0.2, -0.7, -0.8], [0.7, -0.9, -0.3], [0.1, 0.2, -0.9], [0.2, -0.5, -0.5], [0.0, 0.1, 0.0], [0.4, -0.1, -0.4], [0.3, 0.6, 0.1]], "homo_energy_ev": -8.62, "fmax_ev_per_a": 2.16, "total_energy_ev": -25914.559, "lumo_energy_ev": 0.8, "orbital_gap_ev": 9.47, "smiles": "C1S[C@H]2C[C@H]2S1", "de_lowest_kcal_mol": 16.9}